Below is C7H7BrF2 as an isolated structure at a distorted geometry, with properties calculated with ωB97M-V with the def2-TZVPD basis set.

Geometry as XYZ:
```
17
Properties=species:S:1:pos:R:3:nbo_charge:R:1
C -0.150 -0.986 -1.680 -0.1394
C 0.501 -1.561 -0.511 -0.3450
C -1.017 0.069 -1.552 -0.3210
C 0.578 -1.018 0.694 0.4398
C 0.140 0.308 1.104 -0.2462
C -1.381 0.523 -0.216 0.3711
C 1.176 1.388 0.896 -0.6422
F 1.073 -1.830 1.763 -0.3592
F -1.759 1.782 -0.032 -0.3397
Br -2.916 -0.571 0.463 -0.0489
H 0.283 -1.164 -2.615 0.2215
H 0.875 -2.552 -0.585 0.2381
H -1.718 0.345 -2.404 0.2439
H -0.256 0.354 2.087 0.2389
H 0.869 2.424 1.287 0.2331
H 1.664 1.410 -0.147 0.2267
H 2.039 1.078 1.448 0.2285
```

The total energy comes out at -3044.5697 hartree. The value obtained for the energy above the lowest of the compared OMol25 structures with the same formula, charge and spin is 145.8 kJ/mol. As for the charge: 0. The calculation puts the LUMO energy at -0.0095 Eh.



Below is C6H10 as an isolated structure at a distorted geometry, with properties calculated with ωB97M-V with the def2-TZVPD basis set.

Geometry as XYZ:
```
16
Properties=species:S:1:pos:R:3:nbo_charge:R:1
C 0.206 -1.560 -0.171 -0.4529
C -0.465 -0.590 -1.069 -0.1935
C -1.122 0.638 -0.625 -0.4863
C -0.677 1.110 0.717 -0.3617
C 1.283 0.485 0.849 -0.4358
C 1.238 -0.504 -0.214 -0.2196
H -0.230 -1.732 0.810 0.2062
H 0.463 -2.492 -0.664 0.2245
H -0.560 -0.854 -2.130 0.2145
H -1.183 1.389 -1.425 0.2177
H -2.123 0.639 -0.094 0.2549
H -1.007 0.432 1.510 0.1822
H -1.038 2.139 0.910 0.2133
H 1.149 0.134 1.876 0.1991
H 2.112 1.211 0.775 0.2147
H 1.945 -0.455 -1.034 0.2226
```

The total energy comes out at -234.4688 hartree. The value obtained for the energy above the lowest of the compared OMol25 structures with the same formula, charge and spin is 351.1 kJ/mol. As for the charge: 0. The calculation puts the LUMO energy at 0.0456 Eh.



Below is a 3-piece molecular cluster, C7H17NO overall at a distorted geometry, with properties calculated with ωB97M-V with the def2-TZVPD basis set.

Geometry as XYZ:
```
26
Properties=species:S:1:pos:R:3:nbo_charge:R:1
C 0.537 -0.940 -2.253 -0.0690
C 0.265 0.371 -2.166 -0.5259
C -0.266 -1.903 -3.060 -0.6577
O -0.343 -2.189 -0.032 -1.0329
H -0.760 -2.891 0.472 0.4623
H 1.488 -1.314 -1.897 0.2009
H -1.181 -1.451 -3.425 0.2026
H -0.567 0.797 -2.710 0.1956
H -0.731 0.523 -0.337 0.4003
H 0.998 1.069 -1.789 0.2001
H 0.323 -2.270 -3.907 0.2151
H -0.532 -2.757 -2.436 0.2438
C -0.426 0.961 1.682 -0.0892
C -0.439 2.488 1.513 -0.6119
N -1.144 0.276 0.602 -0.8559
C 0.990 0.457 1.710 -0.1717
C 1.605 0.025 2.795 -0.3823
H -0.920 0.702 2.625 0.1915
H -0.692 -1.249 0.316 0.4963
H -2.124 0.539 0.601 0.3742
H 1.500 0.473 0.756 0.1989
H 0.095 2.963 2.333 0.2165
H 0.046 2.766 0.578 0.2045
H -1.462 2.863 1.499 0.2049
H 1.117 0.010 3.758 0.1880
H 2.627 -0.318 2.770 0.2010
```

The total energy comes out at -406.8446 hartree. The value obtained for the energy above the lowest of the compared OMol25 structures with the same formula, charge and spin is 225.0 kJ/mol. The SMILES is C=C[C@@H](C)N.C=CC.O. As for the charge: 0. The calculation puts the LUMO energy at 0.0381 Eh.



Below is C6H9NO as an isolated structure at a distorted geometry, with properties calculated with ωB97M-V with the def2-TZVPD basis set.

Geometry as XYZ:
```
17
Properties=species:S:1:pos:R:3:nbo_charge:R:1
C -0.740 -0.467 -0.126 0.2157
C -0.485 0.084 1.189 -0.4616
C 0.368 1.127 0.283 -0.2169
C -0.887 0.960 -0.770 -0.4264
C 1.592 0.318 -0.230 -0.1169
C 0.785 -0.769 -0.672 -0.0683
H -2.345 -1.791 0.680 0.4445
H 0.227 -0.526 1.985 0.2344
H -1.569 0.229 1.570 0.2307
H 0.324 2.009 0.953 0.2228
H -0.734 1.251 -1.929 0.2154
H -1.582 1.710 -0.271 0.2200
H 2.098 0.800 -0.896 0.2000
H 2.561 -1.537 -0.033 0.3786
H 0.629 -1.301 -1.709 0.2112
N 1.764 -1.053 0.270 -0.5911
O -2.006 -1.044 -0.294 -0.6919
```

The total energy comes out at -363.7503 hartree. The value obtained for the energy above the lowest of the compared OMol25 structures with the same formula, charge and spin is 719.3 kJ/mol. As for the charge: 0. The calculation puts the LUMO energy at 0.0218 Eh.